Entry from the OMol25 dataset: one molecule with the formula C9H13ClO3 (ωB97M-V/def2-TZVPD).

Last column: natural (NBO) charge in e.
Positions of all 26 atoms, in Å:
1 C 2.742 0.412 -0.398  -0.258
2 O 1.474 -0.057 -0.903  -0.558
3 C 0.457 -0.219 -0.073  0.510
4 O 0.739 -0.195 1.302  -0.544
5 C 0.947 -1.446 1.889  -0.265
6 C -0.413 -1.341 -0.625  -0.158
7 C -1.732 -1.495 -0.431  -0.305
8 C -2.575 -0.522 0.272  0.570
9 O -3.645 -0.805 0.816  -0.523
10 C -1.886 0.874 0.422  -0.560
11 C -0.556 1.196 -0.210  0.042
12 C -0.502 1.707 -1.669  -0.655
13 Cl 0.315 2.404 0.791  -0.059
14 H 2.589 1.106 0.424  0.212
15 H 3.180 0.756 -1.279  0.197
16 H 3.480 -0.332 0.085  0.170
17 H 0.094 -1.681 2.498  0.191
18 H 1.924 -1.546 2.388  0.190
19 H 1.153 -2.307 1.213  0.180
20 H 0.133 -1.956 -1.347  0.225
21 H -2.257 -2.311 -0.932  0.233
22 H -2.547 1.511 0.087  0.228
23 H -1.817 0.854 1.478  0.255
24 H -0.682 2.786 -1.618  0.231
25 H -1.106 1.074 -2.290  0.218
26 H 0.491 1.533 -1.890  0.232

Results
Structure (SMILES) ... COC1(OC)C=CC(=O)C[C@@]1(C)Cl
Multiplicity ... 1
Orbital gap ... 9.153 eV
LUMO energy ... -0.08 eV

Entry from the OMol25 dataset: C27H28N5O2SiW as an isolated structure (ωB97M-V/def2-TZVPD).

Last column: natural (NBO) charge in e.
Positions of all 64 atoms, in Å:
1 W -0.259 0.388 -0.909  1.655
2 C 1.921 -4.316 -2.542  -0.210
3 C 2.627 -3.374 -1.809  -0.179
4 C 1.952 -2.452 -1.020  -0.258
5 C 0.564 -2.480 -0.968  0.185
6 C -0.151 -3.437 -1.687  -0.278
7 C 0.532 -4.350 -2.476  -0.196
8 N -0.133 -1.464 -0.240  -0.648
9 C -1.009 -1.863 0.795  0.089
10 C -1.079 -3.121 1.381  -0.241
11 C -2.041 -3.333 2.358  -0.171
12 C -2.920 -2.324 2.738  -0.213
13 C -2.845 -1.066 2.155  -0.194
14 C -1.881 -0.848 1.191  0.159
15 N -1.666 0.391 0.525  -0.454
16 N -2.335 0.466 -0.736  -0.479
17 C -2.440 1.801 -1.212  0.365
18 C -3.594 2.559 -1.330  -0.232
19 C -3.465 3.812 -1.907  -0.117
20 C -2.225 4.270 -2.354  -0.246
21 C -1.121 3.456 -2.216  0.070
22 N -1.250 2.244 -1.658  -0.550
23 H 2.448 -5.030 -3.160  0.233
24 H 3.708 -3.350 -1.852  0.233
25 H 2.494 -1.703 -0.455  0.237
26 H -1.233 -3.470 -1.616  0.232
27 H -0.019 -5.093 -3.037  0.231
28 H -0.399 -3.912 1.094  0.232
29 H -2.108 -4.302 2.833  0.226
30 H -3.665 -2.524 3.496  0.228
31 H -3.514 -0.267 2.445  0.228
32 H -4.537 2.170 -0.978  0.253
33 H -4.335 4.445 -2.017  0.241
34 H -2.124 5.246 -2.805  0.247
35 H -0.130 3.742 -2.542  0.226
36 N -0.472 -0.398 -2.967  -0.819
37 C 0.838 -0.508 -3.656  -0.354
38 C 1.868 0.389 -2.981  0.779
39 O 2.861 0.764 -3.531  -0.538
40 O 1.551 0.712 -1.722  -0.764
41 H -0.914 -1.311 -2.892  0.422
42 H -1.108 0.198 -3.489  0.408
43 H 0.763 -0.266 -4.713  0.243
44 H 1.195 -1.535 -3.565  0.256
45 C -0.528 3.238 1.544  -1.166
46 Si 0.816 2.043 1.062  1.625
47 C 2.220 2.876 0.152  -1.140
48 C 1.409 1.013 2.495  -0.571
49 C 1.755 1.765 3.626  -0.134
50 C 2.256 1.154 4.764  -0.219
51 C 2.412 -0.224 4.798  -0.182
52 C 2.072 -0.983 3.689  -0.192
53 C 1.579 -0.368 2.548  -0.189
54 H -0.121 3.883 2.331  0.257
55 H -1.393 2.712 1.941  0.268
56 H -0.839 3.884 0.723  0.244
57 H 2.593 3.626 0.861  0.257
58 H 1.922 3.389 -0.760  0.248
59 H 3.018 2.179 -0.087  0.274
60 H 1.639 2.844 3.636  0.201
61 H 2.522 1.753 5.624  0.226
62 H 2.798 -0.703 5.687  0.226
63 H 2.190 -2.059 3.708  0.221
64 H 1.329 -0.980 1.692  0.212

Results
Charge ... +1
Multiplicity ... 3
<S²> ... 2.021
Orbital gap (spin up / spin down) ... 7.220 / 5.770 eV
LUMO energy (spin up / spin down) ... -3.60 / -5.26 eV

Entry from the OMol25 dataset: C35H38MgN12Se as an isolated structure (ωB97M-V/def2-TZVPD).

Last column: Mulliken charge in e.
Positions of all 87 atoms, in Å:
1 Mg 0.958 0.625 2.739  0.840
2 N -0.169 4.156 4.966  0.027
3 C -0.058 2.933 4.491  -0.357
4 N 1.078 2.375 4.085  -0.251
5 C 2.225 3.088 4.289  0.323
6 N 3.345 2.599 3.776  -1.130
7 N 3.036 1.512 3.032  0.747
8 C 3.986 0.909 2.392  -0.474
9 C 3.715 -0.272 1.650  0.687
10 C 4.715 -0.910 0.864  -0.891
11 C 4.407 -2.078 0.192  -0.333
12 C 3.103 -2.578 0.343  -0.702
13 C 2.134 -1.879 1.046  0.046
14 N 2.425 -0.756 1.679  -0.191
15 C 2.210 4.354 5.031  0.734
16 C 3.385 4.978 5.456  -0.426
17 C 3.311 6.105 6.269  -0.666
18 C 2.076 6.704 6.495  -0.440
19 C 0.896 6.097 6.074  -0.758
20 C 0.977 4.913 5.335  0.151
21 H -1.110 4.507 5.195  0.302
22 H -0.975 2.362 4.363  0.490
23 H 5.014 1.265 2.457  0.425
24 H 5.671 -0.444 0.660  0.390
25 H 5.155 -2.580 -0.406  0.516
26 H 2.813 -3.541 -0.077  0.393
27 H 1.111 -2.212 1.116  0.373
28 H 4.321 4.482 5.250  0.468
29 H 4.208 6.510 6.714  0.414
30 H 2.044 7.627 7.063  0.412
31 H -0.077 6.541 6.273  0.367
32 N -1.910 -2.220 4.272  -0.018
33 C -0.622 -1.912 4.337  -0.212
34 N -0.339 -0.897 3.519  -0.244
35 C -1.564 -0.607 2.963  0.449
36 N -2.527 -1.403 3.392  -0.548
37 C -1.837 0.480 2.041  0.715
38 C -3.174 0.724 1.647  -0.484
39 N -3.519 1.792 0.917  -0.509
40 C -2.547 2.644 0.555  -0.464
41 C -1.213 2.377 0.880  -0.567
42 N -0.849 1.290 1.602  0.148
43 H -2.416 -2.958 4.766  0.209
44 H 0.073 -2.366 5.016  0.531
45 H -3.967 0.057 1.949  0.561
46 H -2.794 3.528 -0.033  0.421
47 H -0.425 3.066 0.565  0.495
48 C -3.512 -4.531 -1.487  -1.299
49 C -2.154 -3.855 -1.600  -0.420
50 C -1.987 -2.514 -0.874  0.373
51 C -2.664 -1.320 -1.536  -1.196
52 N -2.087 -0.939 -2.844  0.539
53 C -0.842 -0.397 -3.088  -0.233
54 Se 0.423 0.151 -1.879  -0.344
55 N -0.663 -0.288 -4.447  0.380
56 C 0.583 0.165 -5.047  -1.280
57 C 1.449 -0.985 -5.577  -0.523
58 C 1.823 -2.052 -4.563  0.003
59 C 3.031 -1.687 -3.698  -1.107
60 C -1.846 -0.671 -5.072  0.589
61 C -2.116 -0.800 -6.426  -0.600
62 C -3.333 -1.351 -6.760  -0.769
63 C -4.224 -1.741 -5.774  -0.697
64 C -3.993 -1.581 -4.422  -0.745
65 C -2.716 -1.130 -4.086  0.823
66 H -3.397 -5.621 -1.555  0.384
67 H -4.233 -4.282 -2.278  0.284
68 H -3.973 -4.302 -0.521  0.291
69 H -1.859 -3.708 -2.648  0.181
70 H -1.387 -4.516 -1.196  0.460
71 H -0.938 -2.268 -0.771  -0.246
72 H -2.381 -2.551 0.153  0.489
73 H -2.578 -0.421 -0.932  0.023
74 H -3.752 -1.487 -1.646  0.348
75 H 1.109 0.721 -4.260  0.438
76 H 0.409 0.889 -5.865  0.405
77 H 2.366 -0.471 -5.904  0.406
78 H 0.924 -1.411 -6.439  0.343
79 H 2.053 -2.975 -5.097  0.426
80 H 0.961 -2.307 -3.919  -0.124
81 H 3.892 -1.434 -4.330  0.385
82 H 3.297 -2.504 -3.027  0.246
83 H 2.810 -0.773 -3.139  0.219
84 H -1.364 -0.420 -7.123  0.371
85 H -3.580 -1.516 -7.784  0.450
86 H -5.172 -2.167 -6.088  0.380
87 H -4.681 -1.939 -3.648  0.378

Results
Charge ... +2
Multiplicity ... 1
Orbital gap ... 5.411 eV
LUMO energy ... -5.98 eV